A 2-piece molecular cluster, C6H13N2O overall. Source: OMol25; level of theory: ωB97M-V with the def2-TZVPD basis set.

The value obtained for the LUMO energy is -5.608 eV. Its relative energy (zero: lowest compared OMol25 entry of this formula, charge and spin) is 343.0 kJ/mol. The value obtained for the HOMO-LUMO gap is 0.2875 Ha. As for the highest occupied orbital energy: -13.43 eV. As for the total energy: -420.8224 Ha. As for the molar mass: 129.183 g mol⁻¹.

```
! wB97M-V def2-TZVPD RIJCOSX def2/J DEFGRID3
* xyz 1 1
C -1.61 -0.99 -0.28
C -0.19 -0.37 -2.12
C -0.11 -0.76 -0.78
C 0.93 -0.72 0.17
C -2.20 0.08 0.50
C 0.84 -0.61 1.72
N 0.38 1.68 -0.06
N 2.16 -0.58 -0.30
O -2.08 -2.06 -0.57
H -1.19 -0.50 -2.49
H 0.75 -0.37 -2.77
H -1.68 -0.04 1.41
H -3.28 0.08 0.61
H -1.81 1.05 0.06
H 0.88 0.49 1.84
H 1.59 -1.16 2.20
H -0.04 -1.02 2.14
H -0.37 2.39 -0.03
H 1.03 1.99 -0.85
H 2.15 -0.37 -1.31
H 2.88 -0.14 0.22
H 0.98 1.93 0.67
*
```